One molecule with the formula C6H12O, computed with the ωB97M-V functional and the def2-TZVPD basis.

Each line ends with the natural charge from an NBO analysis.
Element x y z (Å)
C 2.138 -0.967 -0.261  -0.242
O 1.557 -0.384 0.885  -0.536
C 0.363 0.362 0.901  0.120
C 0.061 1.615 0.042  -0.439
C -1.437 1.236 0.169  -0.399
C -1.024 -0.217 0.520  -0.242
C -1.045 -1.167 -0.676  -0.615
H 3.074 -1.405 0.098  0.193
H 2.369 -0.248 -1.060  0.166
H 1.558 -1.787 -0.698  0.160
H 0.305 0.677 1.950  0.184
H 0.368 2.588 0.442  0.208
H 0.406 1.533 -0.994  0.204
H -2.054 1.355 -0.729  0.206
H -1.936 1.746 1.000  0.206
H -1.558 -0.672 1.361  0.202
H -1.923 -1.815 -0.656  0.216
H -1.042 -0.626 -1.629  0.203
H -0.179 -1.823 -0.664  0.206

## Properties
HOMO-LUMO gap in eV: 10.49
Lowest unoccupied orbital energy in eV: 1.0879
Charge: 0
HOMO in eV: -9.40
SMILES: CO[C@H]1CC[C@H]1C



C16H16N2O2S2SeTl as an isolated structure, computed with the ωB97M-V functional and the def2-TZVPD basis.

Each line ends with the Mulliken charge.
Element x y z (Å)
Tl 0.195 -0.399 -0.210  0.618
C -0.530 -2.433 4.115  -1.623
C -0.270 -2.031 2.686  0.519
N 0.465 -1.046 2.324  -0.009
O 1.051 -0.209 3.263  -0.435
C -0.905 -2.834 1.636  0.458
C -1.688 -4.083 1.896  -1.368
N -0.796 -2.442 0.388  0.373
O -1.308 -3.132 -0.538  -0.767
H -0.045 -1.802 4.855  0.434
H -0.171 -3.450 4.275  0.305
H -1.602 -2.414 4.313  0.325
H 0.724 -0.440 4.142  0.311
H -1.782 -4.318 2.955  0.380
H -1.221 -4.926 1.379  0.294
H -2.683 -3.978 1.456  0.290
S 0.407 -0.792 -2.741  -0.354
C 2.139 -0.609 -2.935  0.518
C 2.604 -0.452 -4.251  -0.624
C 3.947 -0.330 -4.549  -0.517
C 4.879 -0.328 -3.515  -0.510
C 4.440 -0.452 -2.211  -0.765
C 3.082 -0.612 -1.892  0.672
S 2.708 -0.802 -0.189  -0.496
H 1.873 -0.445 -5.050  0.348
H 4.266 -0.223 -5.579  0.328
H 5.937 -0.223 -3.726  0.331
H 5.154 -0.441 -1.397  0.357
Se -1.873 0.830 1.004  -0.272
C -2.231 2.584 0.328  0.131
C -2.627 2.802 -0.990  -0.260
C -2.977 4.077 -1.414  -0.477
C -2.938 5.149 -0.532  -0.402
C -2.535 4.938 0.780  -0.445
C -2.176 3.665 1.206  -0.428
H -2.663 1.969 -1.680  0.377
H -3.291 4.232 -2.440  0.344
H -3.216 6.141 -0.865  0.351
H -2.490 5.767 1.476  0.333
H -1.854 3.496 2.226  0.351

## Properties
HOMO-LUMO gap in eV: 6.74
Lowest unoccupied orbital energy in eV: 2.4429
Charge: -1
HOMO in eV: -4.29



C14H16BiBrCl2N4O2S as an isolated structure, computed with the ωB97M-V functional and the def2-TZVPD basis.

Each line ends with the natural charge from an NBO analysis.
Element x y z (Å)
Bi 1.071 0.297 2.030  1.754
N -2.514 2.585 4.122  -0.720
C -1.590 2.373 3.205  0.388
N -0.912 3.368 2.674  -0.744
S -1.355 0.691 2.763  -0.172
H -2.810 3.516 4.378  0.431
H -3.006 1.812 4.541  0.441
H -1.086 4.321 2.961  0.424
H -0.395 3.226 1.812  0.459
N 0.271 -2.416 -0.180  -0.758
C 0.180 -2.765 1.102  0.446
C -0.133 -4.104 1.452  -0.264
C -0.233 -4.472 2.755  -0.081
C -0.040 -3.513 3.777  -0.265
C 0.247 -2.247 3.410  0.030
N 0.364 -1.850 2.094  -0.669
H 0.192 -3.107 -0.910  0.432
H 0.469 -1.476 -0.484  0.432
H -0.290 -4.810 0.648  0.249
H -0.465 -5.497 3.015  0.255
H -0.108 -3.775 4.823  0.260
H 0.404 -1.475 4.159  0.207
Br 0.231 0.462 -5.448  0.110
C 0.179 1.671 -4.002  -0.105
C -0.072 3.017 -4.229  -0.156
C -0.085 3.909 -3.163  -0.196
C 0.150 3.462 -1.877  -0.129
C 0.377 2.104 -1.660  -0.232
C 0.393 1.200 -2.725  -0.120
C 0.593 1.608 -0.309  0.835
O 0.638 2.327 0.724  -0.748
O 0.754 0.321 -0.117  -0.797
H -0.252 3.366 -5.238  0.253
H -0.277 4.958 -3.346  0.246
H 0.170 4.151 -1.044  0.228
H 0.587 0.151 -2.555  0.233
Cl 2.238 -1.392 -2.886  -0.037
C 1.734 -2.705 -3.969  -0.376
Cl 0.434 -3.694 -3.273  -0.031
H 2.587 -3.342 -4.150  0.243
H 1.362 -2.258 -4.881  0.242

## Properties
HOMO-LUMO gap in eV: 7.10
Lowest unoccupied orbital energy in eV: -7.0373
Charge: +2
HOMO in eV: -14.14